No. 1
Entry from the OMol25 dataset: a 2-piece molecular cluster, C4H10N3 overall in a non-equilibrium geometry (ωB97M-V/def2-TZVPD).

Summary:
- LUMO energy (spin up / spin down) (eV) = -5.42 / -6.16
- molar mass (g mol⁻¹) = 100.14
- E_HOMO (spin up / spin down) (eV) = -13.120 / -12.829
- total charge = +1
- HOMO-LUMO gap (spin up / spin down) (eV) = 7.699 / 6.669
- E (eV) = -8768.154

Structure (XYZ):
```
17
Properties=species:S:1:pos:R:3:mulliken_charge:R:1
N -0.169 -1.979 1.776 -0.3589
N -0.496 0.043 0.507 -0.0889
N -0.855 1.122 -3.127 -0.8609
C 0.839 0.396 0.825 -0.1506
C 0.967 -1.667 2.102 0.0751
C -1.396 0.323 -0.296 -0.0817
C 1.642 -0.558 1.511 -0.7577
H -2.437 0.399 0.093 0.2720
H -1.305 0.620 -1.513 0.3161
H 1.478 -2.300 2.925 0.3400
H -0.494 2.061 -3.037 0.2864
H 2.456 -0.145 1.937 0.4366
H 0.044 0.663 -3.341 0.2876
H 1.350 0.730 -0.112 0.3590
H 0.727 1.410 1.285 0.3819
H -1.436 0.994 -3.978 0.2635
H -0.915 -2.110 2.442 0.2804
```

***

No. 2
Entry from the OMol25 dataset: an isolated ion of composition C4H10N3O5S and charge +1 in a non-equilibrium geometry (ωB97M-V/def2-TZVPD).

Summary:
- LUMO energy (spin up / spin down) (eV) = -5.63 / -5.63
- molar mass (g mol⁻¹) = 212.21
- E_HOMO (spin up / spin down) (eV) = -15.429 / -15.429
- total charge = +1
- HOMO-LUMO gap (spin up / spin down) (eV) = 9.802 / 9.801
- structure (SMILES) = CC(C)([N+](=O)[O-])[N+](=O)NS(C)(=O)=O
- E (eV) = -29837.905

Structure (XYZ):
```
23
Properties=species:S:1:pos:R:3:mulliken_charge:R:1
S -2.833 -0.256 -0.026 1.1770
O 0.436 -2.315 0.456 -0.5192
O -2.793 -0.884 -1.270 -0.4743
O -0.292 0.740 -1.346 -0.5465
O -3.396 -0.797 1.180 -0.5354
O 2.264 -2.465 -0.606 -0.5155
N 1.369 -1.868 -0.138 0.8517
N -0.047 0.156 -0.347 1.1208
N -0.955 -0.215 0.487 -0.6390
C -3.062 1.628 -0.103 -0.7080
C 2.310 0.255 -1.188 -1.5174
C 1.471 -0.312 -0.101 1.0172
C 1.911 -0.022 1.338 -1.2715
H -0.812 -0.580 1.390 0.3026
H -3.963 1.646 -0.796 0.3761
H 3.285 0.489 -0.848 0.3465
H 1.505 1.021 1.644 0.3239
H 1.934 1.037 -1.742 0.4471
H 1.442 -0.829 1.984 0.3637
H -1.973 1.984 -0.203 0.2813
H -3.390 1.951 0.879 0.3429
H 3.064 0.075 1.433 0.4000
H 2.524 -0.438 -2.078 0.3757
```

***

No. 3
Entry from the OMol25 dataset: an isolated ion of composition C4H10N3S and charge +1 in a non-equilibrium geometry (ωB97M-V/def2-TZVPD).

Summary:
- LUMO energy (eV) = -3.58
- molar mass (g mol⁻¹) = 132.21
- E_HOMO (eV) = -13.563
- total charge = +1
- HOMO-LUMO gap (eV) = 9.986
- structure (SMILES) = C[N@@H+]1CC=N[C@H]1SN
- E (eV) = -19606.996

Structure (XYZ):
```
18
Properties=species:S:1:pos:R:3:mulliken_charge:R:1
S 0.298 2.636 -0.298 0.0794
N 0.124 2.144 1.342 -0.7344
N 0.092 -0.160 -0.197 -0.0653
N -1.101 0.903 -1.914 -0.3471
C -1.188 -0.917 -0.424 -0.3567
C 0.173 0.907 -1.234 -0.2391
C -1.887 0.117 -1.325 -0.1074
C 1.342 -0.889 0.050 -0.9249
H 2.268 -0.326 0.177 0.3308
H 0.800 2.500 2.017 0.2761
H 1.406 -1.415 -0.864 0.4590
H -2.938 0.018 -1.605 0.4303
H -0.782 2.489 1.633 0.2879
H 1.432 -1.616 0.905 0.3209
H 0.996 0.971 -2.036 0.3615
H -1.869 -1.076 0.430 0.2889
H -0.783 -1.707 -0.987 0.3589
H -0.017 0.592 0.625 0.5810
```

***

No. 4
Entry from the OMol25 dataset: an isolated ion of composition C4H10N3S and charge +1 in a non-equilibrium geometry (ωB97M-V/def2-TZVPD).

Summary:
- LUMO energy (spin up / spin down) (eV) = -4.96 / -4.80
- molar mass (g mol⁻¹) = 132.21
- E_HOMO (spin up / spin down) (eV) = -12.199 / -12.680
- total charge = +1
- HOMO-LUMO gap (spin up / spin down) (eV) = 7.237 / 7.884
- E (eV) = -19605.060

Structure (XYZ):
```
18
Properties=species:S:1:pos:R:3:mulliken_charge:R:1
S -1.946 -0.291 -0.283 0.1125
N 1.947 1.153 -0.188 -0.2958
N 1.264 -1.117 -0.116 -0.1529
N -1.011 0.881 0.316 -0.1567
C 1.085 0.178 -0.216 0.4204
C 0.097 -2.077 -0.219 -0.6223
C -1.180 -1.638 0.623 -0.5490
C -1.094 2.261 -0.022 -0.7347
H -1.933 2.916 0.568 0.2834
H -1.415 2.475 -1.090 0.3366
H 0.469 -3.010 0.226 0.3761
H -0.873 -1.400 1.577 0.4268
H 1.563 2.082 -0.303 0.1563
H 2.073 -1.482 0.247 0.2380
H 3.014 1.039 -0.377 0.2857
H -0.051 -2.164 -1.385 0.3062
H -1.875 -2.611 0.575 0.3199
H -0.133 2.807 0.068 0.2497
```

***

No. 5
Entry from the OMol25 dataset: a 3-piece molecular cluster, C4H10N4 overall in a non-equilibrium geometry (ωB97M-V/def2-TZVPD).

Summary:
- LUMO energy (spin up / spin down) (eV) = 0.91 / 0.91
- molar mass (g mol⁻¹) = 114.15
- E_HOMO (spin up / spin down) (eV) = -6.292 / -6.208
- total charge = 0
- HOMO-LUMO gap (spin up / spin down) (eV) = 7.205 / 7.115
- E (eV) = -10264.527

Structure (XYZ):
```
18
Properties=species:S:1:pos:R:3:mulliken_charge:R:1
N 3.080 0.303 1.055 -0.3258
N 0.383 0.494 1.490 -0.4573
N 0.650 -0.955 -1.927 -0.3565
N 2.662 -0.455 0.238 -0.0765
C -2.569 0.555 0.255 -0.6086
C -1.841 -0.052 -0.674 -0.2366
C 0.467 -0.444 0.459 -0.4748
C 0.408 -0.073 -0.901 0.0108
H -2.334 -0.424 -1.577 0.2425
H -3.639 0.757 0.161 0.2628
H 0.945 -0.555 -2.805 0.2128
H 2.304 0.819 1.606 0.2900
H 0.629 0.962 -1.140 0.3546
H 0.150 0.097 2.391 0.1976
H 0.418 -1.924 -1.765 0.2044
H 0.171 1.442 1.205 0.2782
H 0.259 -1.470 0.735 0.3450
H -2.143 0.924 1.192 0.1371
```

***

No. 6
Entry from the OMol25 dataset: a 2-piece molecular cluster, C4H10N4 overall in a non-equilibrium geometry (ωB97M-V/def2-TZVPD).

Summary:
- LUMO energy (eV) = 0.44
- molar mass (g mol⁻¹) = 114.15
- E_HOMO (eV) = -9.322
- total charge = 0
- HOMO-LUMO gap (eV) = 9.758
- structure (SMILES) = [H]/N=C(/C)NC.N#CN
- E (eV) = -10269.547

Structure (XYZ):
```
18
Properties=species:S:1:pos:R:3:mulliken_charge:R:1
N -0.182 1.295 1.979 -0.5351
N 0.770 -0.929 -0.240 -0.1520
N -2.068 2.661 1.096 -0.4239
N -0.288 0.038 -2.104 -0.7079
C -0.332 -0.584 -0.978 0.6528
C -1.685 -0.966 -0.426 -1.0507
C -1.193 2.036 1.514 0.4373
C 2.031 -0.226 -0.295 -1.2303
H -2.466 -0.336 -0.864 0.2998
H 2.702 -0.666 -1.036 0.3669
H -0.361 0.302 2.165 0.3048
H -1.894 -2.015 -0.649 0.3235
H -1.699 -0.830 0.659 0.2421
H 1.883 0.835 -0.525 0.4451
H 0.725 1.398 1.517 0.2201
H 0.679 0.199 -2.384 0.2434
H 2.509 -0.279 0.689 0.3154
H 0.869 -1.935 -0.117 0.2488
```

***

No. 7
Entry from the OMol25 dataset: an isolated molecule of C4H10N4 in a non-equilibrium geometry (ωB97M-V/def2-TZVPD).

Summary:
- LUMO energy (eV) = 0.88
- molar mass (g mol⁻¹) = 114.15
- E_HOMO (eV) = -8.387
- total charge = 0
- HOMO-LUMO gap (eV) = 9.271
- structure (SMILES) = [H]/N=C(\N)CN(C)N=C
- E (eV) = -10268.523

Structure (XYZ):
```
18
Properties=species:S:1:pos:R:3:mulliken_charge:R:1
N 0.371 1.535 -1.054 -0.3575
N 1.292 -0.217 -2.426 -0.6839
N -0.201 -0.491 0.899 0.6492
N -1.398 -0.116 1.441 -0.6726
C 0.875 -0.719 1.796 -0.9007
C 0.023 -0.816 -0.499 -0.9047
C 0.685 0.223 -1.352 0.4968
C -2.309 0.309 0.617 -0.4549
H 0.821 -1.620 -0.536 0.2609
H -0.810 -1.129 -1.031 0.4290
H 1.671 0.549 -3.083 0.2113
H -2.276 0.355 -0.476 0.2987
H 0.841 2.302 -1.492 0.2264
H 0.074 1.739 -0.126 0.2215
H 1.665 0.038 1.708 0.2945
H 0.487 -0.754 2.811 0.3393
H -3.302 0.468 1.086 0.2715
H 1.490 -1.658 1.719 0.2751
```

***

No. 8
Entry from the OMol25 dataset: an isolated molecule of C4H10N4 in a non-equilibrium geometry (ωB97M-V/def2-TZVPD).

Summary:
- LUMO energy (eV) = 0.81
- molar mass (g mol⁻¹) = 114.15
- E_HOMO (eV) = -8.495
- total charge = 0
- HOMO-LUMO gap (eV) = 9.302
- structure (SMILES) = [H]/N=C1\N[C@@H](C)CN1N
- E (eV) = -10265.786

Structure (XYZ):
```
18
Properties=species:S:1:pos:R:3:mulliken_charge:R:1
N 0.010 0.598 -0.969 0.3739
N -0.699 0.523 1.092 -0.2667
N -1.580 2.093 -0.616 -0.7825
N 0.583 0.975 -2.296 -0.7847
C 0.983 -0.158 -0.296 -0.8532
C -0.742 1.193 -0.141 0.3504
C 0.396 -0.504 1.083 0.2128
C 0.010 -2.155 1.128 -0.8246
H 1.201 -0.259 1.952 0.2681
H 0.273 1.912 -2.179 0.2813
H -1.590 0.527 1.476 0.2471
H -1.986 2.589 0.162 0.2021
H -0.012 0.784 -2.959 0.2182
H 0.958 -2.737 1.835 0.2411
H 1.328 -1.012 -0.993 0.3733
H 1.929 0.279 0.137 0.2408
H 0.024 -2.415 -0.105 0.2594
H -1.086 -2.232 1.688 0.2431
```

***

No. 9
Entry from the OMol25 dataset: an isolated molecule of C4H10N4 in a non-equilibrium geometry (ωB97M-V/def2-TZVPD).

Summary:
- LUMO energy (eV) = 0.93
- molar mass (g mol⁻¹) = 114.15
- E_HOMO (eV) = -7.672
- total charge = 0
- HOMO-LUMO gap (eV) = 8.599
- structure (SMILES) = CN(N)C1=NNCC1
- E (eV) = -10268.204

Structure (XYZ):
```
18
Properties=species:S:1:pos:R:3:mulliken_charge:R:1
N 0.300 2.257 1.085 -0.7746
N -2.145 -0.410 -1.127 -0.3863
N -1.339 0.741 -0.565 -0.6065
N 0.642 0.955 0.665 0.2929
C 2.013 0.534 1.045 -0.9599
C -0.285 0.223 -0.038 0.5609
C -1.252 -1.555 -1.236 -0.4537
C -0.117 -1.260 -0.208 -0.5825
H -0.108 2.702 0.316 0.2795
H -2.548 -0.123 -2.034 0.2685
H 2.758 1.032 0.421 0.2915
H 2.277 0.687 2.050 0.3269
H -0.778 -1.587 -2.261 0.2530
H -1.743 -2.467 -0.940 0.2667
H -0.358 2.092 1.827 0.2577
H 2.198 -0.541 0.931 0.3353
H -0.329 -1.785 0.706 0.2585
H 0.816 -1.495 -0.637 0.3720
```

***

No. 10
Entry from the OMol25 dataset: an isolated molecule of C4H10N4O2 in a non-equilibrium geometry (ωB97M-V/def2-TZVPD).

Summary:
- LUMO energy (eV) = 0.67
- molar mass (g mol⁻¹) = 146.15
- E_HOMO (eV) = -9.548
- total charge = 0
- HOMO-LUMO gap (eV) = 10.221
- structure (SMILES) = CN(CCN(C)N=O)N=O
- E (eV) = -14360.543

Structure (XYZ):
```
20
Properties=species:S:1:pos:R:3:mulliken_charge:R:1
O -0.417 1.658 -2.380 -0.5324
O 0.537 -1.802 2.384 -0.4522
N -0.449 1.828 -1.137 -0.3846
N 0.530 1.250 -0.573 0.6194
N -0.516 -1.118 0.636 0.6814
N 0.160 -2.116 1.271 -0.2934
C 0.436 1.166 0.883 -0.4730
C -0.709 0.201 1.199 -0.8218
C 1.462 0.459 -1.369 -0.6346
C -1.063 -1.464 -0.639 -0.8987
H -1.581 0.684 0.722 0.4429
H -0.311 -1.906 -1.293 0.3227
H 2.104 0.108 -0.580 0.3229
H -1.376 -0.554 -1.122 0.3763
H 1.963 1.035 -2.124 0.2831
H 0.857 -0.415 -1.722 0.1339
H -0.911 0.029 2.299 0.3700
H 1.425 0.968 1.389 0.3483
H -2.029 -2.086 -0.527 0.2894
H 0.062 2.215 1.100 0.3005
```

***

No. 11
Entry from the OMol25 dataset: an isolated ion of composition C4H10N5 and charge +1 in a non-equilibrium geometry (ωB97M-V/def2-TZVPD).

Summary:
- LUMO energy (eV) = -3.81
- molar mass (g mol⁻¹) = 128.16
- E_HOMO (eV) = -13.906
- total charge = +1
- HOMO-LUMO gap (eV) = 10.099
- structure (SMILES) = [H]/N=C1/C(N)=N[NH2+][C@]1(C)N
- E (eV) = -11752.439

Structure (XYZ):
```
19
Properties=species:S:1:pos:R:3:mulliken_charge:R:1
N 2.088 -2.099 -0.309 -0.3596
N 0.464 0.961 -1.123 0.0570
N -0.105 1.541 1.204 -0.5636
N -0.242 -1.567 1.305 -0.6051
N 1.521 -0.048 -1.226 -0.8312
C -1.884 0.681 -0.347 -1.6897
C 1.270 -1.101 -0.508 0.3590
C 0.096 -0.875 0.356 0.3286
C -0.437 0.630 0.107 0.7363
H 1.834 -2.686 0.451 0.2510
H -2.302 -0.029 -0.981 0.4488
H -2.476 0.639 0.512 0.4659
H -1.016 1.878 1.613 0.3052
H 0.028 1.118 -2.149 0.4252
H -1.143 -1.355 1.879 0.2914
H 2.900 -2.404 -0.908 0.2821
H -2.148 1.703 -0.839 0.3981
H 0.936 1.838 -0.935 0.4196
H 0.616 1.176 1.896 0.2809
```

***

No. 12
Entry from the OMol25 dataset: a 2-piece molecular cluster, C4H10NO overall in a non-equilibrium geometry (ωB97M-V/def2-TZVPD).

Summary:
- LUMO energy (eV) = -5.44
- molar mass (g mol⁻¹) = 88.13
- E_HOMO (eV) = -14.330
- total charge = +1
- HOMO-LUMO gap (eV) = 8.891
- E (eV) = -7837.992

Structure (XYZ):
```
16
Properties=species:S:1:pos:R:3:mulliken_charge:R:1
O -2.880 1.509 -0.964 -0.6800
N -0.834 -0.274 -0.075 0.0605
C 1.464 0.122 0.377 0.1962
C -1.635 -0.802 0.819 -0.1407
C 2.867 -0.283 0.271 -1.2463
C 0.503 -0.609 -0.210 -0.5575
H 0.931 -1.474 -0.597 0.4223
H 2.883 -1.062 0.984 0.3515
H -2.947 1.303 -1.943 0.3426
H -1.351 -1.446 1.535 0.3572
H 1.230 1.213 0.939 0.2255
H 3.724 0.242 0.745 0.3587
H 3.211 -0.361 -0.740 0.3219
H -3.229 2.364 -1.075 0.3167
H -2.715 -0.926 0.625 0.2683
H -1.221 0.485 -0.691 0.4031
```

***

No. 13
Entry from the OMol25 dataset: a 2-piece molecular cluster, C4H10NO overall in a non-equilibrium geometry (ωB97M-V/def2-TZVPD).

Summary:
- LUMO energy (eV) = -8.08
- molar mass (g mol⁻¹) = 88.13
- E_HOMO (eV) = -14.644
- total charge = +1
- HOMO-LUMO gap (eV) = 6.563
- E (eV) = -7836.934

Structure (XYZ):
```
16
Properties=species:S:1:pos:R:3:mulliken_charge:R:1
O -0.630 -1.416 -2.385 -0.3726
N 1.011 -0.626 2.196 -0.5925
C 0.002 0.681 -0.003 -0.1224
C -1.353 1.082 -0.498 -0.9943
C 0.830 -0.180 -0.911 -0.3513
C -0.070 -1.342 -1.342 -0.0454
H 0.254 -0.296 1.573 0.1922
H 1.797 -0.470 -0.494 0.4068
H 1.457 0.224 2.537 0.2904
H -0.318 -2.006 -0.485 0.3812
H -1.803 1.805 0.183 0.3815
H 1.109 0.408 -1.811 0.3656
H 0.580 1.487 0.449 0.4055
H -1.279 1.445 -1.524 0.3439
H -2.079 0.261 -0.446 0.3974
H 0.493 -1.060 2.960 0.3141
```

***

No. 14
Entry from the OMol25 dataset: a 2-piece molecular cluster, C4H10NO overall (ωB97M-V/def2-TZVPD).

Summary:
- LUMO energy (eV) = -4.07
- molar mass (g mol⁻¹) = 88.13
- E_HOMO (eV) = -12.722
- total charge = +1
- HOMO-LUMO gap (eV) = 8.651
- E (eV) = -7839.233

Structure (XYZ):
```
16
Properties=species:S:1:pos:R:3:mulliken_charge:R:1
O 3.327 0.684 -0.770 -0.4474
N -2.617 0.103 0.826 -0.3419
C 2.659 -0.265 -1.076 0.0142
C 1.849 -0.989 -0.030 -0.6515
C -1.605 0.413 -0.217 0.0544
C -0.601 1.220 0.081 -0.8714
H 1.316 -0.247 0.554 0.1872
H -3.577 0.316 0.528 0.3617
H -2.585 -0.895 1.042 0.3705
H 2.554 -1.482 0.648 0.3067
H -2.506 0.647 1.685 0.3545
H -0.603 1.806 0.992 0.2147
H 1.201 -1.748 -0.472 0.2487
H 0.262 1.256 -0.568 0.4346
H -1.749 -0.175 -1.111 0.3958
H 2.674 -0.646 -2.111 0.3693
```